The following is a DFT calculation (ωB97M-V/def2-TZVPD) of 2 unconnected molecules or ions with the total composition C40H35N3S2 in a non-equilibrium geometry.

Values from the calculation:
**HOMO**: -5.396 eV
**F_max**: 0.027 Eh/bohr

Element x y z (Å)
C: -3.68 1.78 5.90
N: -2.81 0.59 5.93
C: -3.51 -0.70 5.92
C: -1.45 0.68 6.00
S: -0.69 2.17 6.02
S: -0.51 -0.70 6.06
H: -3.10 2.69 5.73
H: -4.41 1.70 5.10
H: -4.21 1.89 6.84
H: -2.83 -1.51 5.69
H: -3.95 -0.90 6.90
H: -4.31 -0.70 5.18
C: 7.83 1.93 -2.69
C: 7.81 2.70 -1.54
C: 6.63 3.26 -1.10
C: 5.45 3.04 -1.79
N: 4.19 3.59 -1.32
C: 3.69 4.81 -1.93
C: 3.02 4.77 -3.15
C: 2.49 5.91 -3.70
C: 2.62 7.12 -3.04
C: 3.30 7.18 -1.84
C: 3.83 6.04 -1.28
C: 3.27 2.73 -0.61
C: 3.31 2.60 0.78
C: 2.45 1.77 1.44
C: 1.49 1.00 0.74
C: 0.66 0.11 1.46
C: -0.24 -0.87 0.98
C: -1.12 -1.50 1.90
C: -2.05 -2.40 1.47
C: -2.18 -2.72 0.12
N: -3.19 -3.63 -0.35
C: -4.14 -3.19 -1.36
C: -3.80 -3.22 -2.71
C: -4.68 -2.74 -3.66
C: -5.91 -2.24 -3.28
C: -6.26 -2.23 -1.94
C: -5.39 -2.70 -0.99
C: -3.02 -5.05 -0.13
C: -3.73 -5.72 0.87
C: -3.53 -7.06 1.09
C: -2.63 -7.77 0.31
C: -1.94 -7.12 -0.69
C: -2.13 -5.78 -0.91
C: -1.27 -2.15 -0.79
C: -0.31 -1.28 -0.37
C: 1.40 1.20 -0.66
C: 2.28 2.03 -1.31
C: 5.48 2.27 -2.96
C: 6.66 1.72 -3.40
H: 8.76 1.50 -3.04
H: 8.73 2.87 -1.00
H: 6.61 3.86 -0.20
H: 2.93 3.83 -3.67
H: 1.97 5.87 -4.64
H: 2.20 8.02 -3.47
H: 3.41 8.12 -1.33
H: 4.36 6.07 -0.35
H: 4.03 3.19 1.33
H: 2.50 1.69 2.51
H: 0.72 0.20 2.54
H: -1.05 -1.25 2.95
H: -2.71 -2.88 2.18
H: -2.84 -3.62 -3.01
H: -4.40 -2.76 -4.70
H: -6.59 -1.86 -4.02
H: -7.23 -1.85 -1.64
H: -5.65 -2.69 0.05
H: -4.43 -5.16 1.47
H: -4.08 -7.57 1.87
H: -2.48 -8.82 0.49
H: -1.24 -7.68 -1.31
H: -1.59 -5.27 -1.69
H: -1.32 -2.43 -1.82
H: 0.46 -0.98 -1.06
H: 0.60 0.77 -1.22
H: 2.21 2.14 -2.37
H: 4.57 2.11 -3.50
H: 6.68 1.13 -4.30